# 1
Density functional theory data (ωB97M-V with the def2-TZVPD basis set) for a cluster of 4 separate species, C22H51Cl2N4O6S in total in a non-equilibrium geometry.

Computed properties:
Orbital gap (eV): 7.270
ΔE to the lowest compared entry with this formula, charge and spin (eV): 3.0638
Total charge: +1
Spin multiplicity: 1
F_max (hartree/bohr): 0.0770
E_tot (eV): -77753.4179

Positions of all 86 atoms, in Å:
C 3.260 1.926 2.247
C 1.753 7.330 4.326
H -1.614 -4.463 1.571
H 2.910 -0.029 -1.737
H -6.613 -3.682 0.244
C 2.970 7.550 5.211
H 6.531 -1.865 0.977
H -3.807 -1.721 1.431
C -0.754 2.803 -5.505
H -1.672 -4.281 -1.004
H 0.840 -1.846 -3.988
H -3.030 -3.606 2.453
O 4.154 7.452 4.422
C -2.749 2.806 -3.980
H 6.160 -5.117 -0.834
H -3.419 -4.759 1.047
H 4.188 6.564 4.047
C -0.374 -2.845 -2.425
H -0.367 -0.578 -0.496
H 0.826 7.416 4.900
C 3.135 1.297 0.981
H -7.170 -1.726 -2.691
O -7.116 -4.191 -0.406
C -7.760 -3.267 -1.282
O -1.128 1.026 -3.922
C -2.655 -4.025 1.468
H 3.101 5.512 5.939
O 1.757 -1.641 -2.032
H 5.266 -3.176 1.076
N 2.588 -0.062 0.985
H -9.234 -1.682 -1.131
H -0.498 -3.564 -3.308
H -2.213 3.370 -3.209
C -8.712 -2.391 -0.483
H -0.940 0.844 1.911
H -0.065 2.173 -6.073
H 3.911 6.692 6.958
H 2.139 6.591 6.971
C 2.872 1.198 3.604
C -2.591 -2.813 0.395
H 7.200 -4.444 0.535
C 5.723 -2.403 0.370
C -6.709 -2.434 -1.997
H 2.942 8.558 5.630
H -3.421 -3.697 -1.457
C 3.027 6.529 6.337
H 0.034 -0.617 -2.893
H 3.084 -2.101 1.380
H 3.766 1.306 4.314
H -1.630 -2.249 0.630
H 1.964 1.644 4.118
H -3.481 2.180 -3.463
H -2.348 -2.381 -2.831
S -0.083 -0.256 1.915
H -8.325 -3.852 -2.012
C 4.657 -1.268 -0.075
O 6.336 -2.966 -0.799
H 1.784 6.340 3.859
Cl 3.878 3.622 2.360
C -2.388 -3.402 -1.094
H 2.689 0.088 3.497
N -1.730 -2.394 -2.005
H -6.100 -1.874 -1.279
H -6.025 -3.078 -2.558
C 0.571 -1.624 -2.900
H 1.730 8.062 3.515
C -1.789 1.950 -4.790
Cl 3.615 2.246 -0.486
H -1.229 3.508 -6.190
C 3.628 -1.129 1.132
H -8.172 -1.829 0.286
H 7.799 -4.419 -1.209
C 6.882 -4.276 -0.540
H -0.150 3.366 -4.786
H -0.629 1.537 -3.270
H -2.350 1.362 -5.521
N 1.978 -0.398 -1.513
H 4.179 -1.683 -1.031
H 0.197 -3.397 -1.612
H 4.245 -0.860 2.062
O -3.750 -1.956 0.483
H -3.284 3.512 -4.620
H 5.237 -0.320 -0.290
H -9.454 -3.003 0.035
C 1.660 -0.306 -0.107
N 0.362 -0.411 0.217

Atomic forces in eV per Å
-0.720 -1.266 -1.654
-0.159 0.250 -0.117
-1.412 0.312 -0.026
-0.340 -0.451 0.217
-0.081 -0.006 -0.115
-0.127 -0.677 -0.177
-0.936 -0.740 -0.589
-0.158 -0.070 -0.725
0.128 -0.138 -0.234
-1.291 0.727 -0.025
0.212 0.502 1.557
0.552 -0.671 -1.054
0.152 0.287 -0.006
-0.270 -0.141 0.065
0.680 1.274 0.487
1.109 0.638 0.849
-0.030 0.096 0.083
0.394 0.184 -1.248
0.329 -0.084 0.163
0.030 -0.032 -0.057
0.010 2.101 3.357
0.051 -0.023 0.032
0.003 -0.320 -0.081
0.263 0.492 0.375
0.081 -0.466 0.115
-0.540 1.049 -1.221
-0.116 0.042 -0.076
-1.150 -0.229 -1.110
0.326 0.769 -1.183
0.444 1.120 -2.447
0.026 -0.011 0.071
0.488 0.782 1.176
0.071 0.059 -0.135
-0.283 -0.066 0.017
0.769 -0.825 -0.679
-0.113 0.033 -0.016
-0.098 0.053 -0.033
0.053 -0.046 -0.023
0.870 0.365 0.165
1.137 -1.385 0.061
-0.377 0.438 -1.171
0.240 1.294 0.382
0.131 0.006 -0.243
0.184 -0.039 -0.134
1.316 0.140 0.241
0.095 0.092 0.284
0.797 -1.473 0.230
0.742 1.154 -0.579
-1.298 -0.012 -0.962
-1.129 -0.298 -0.266
1.152 -0.251 -0.823
0.015 0.026 -0.112
0.781 0.440 0.452
-0.725 0.141 -0.092
0.109 -0.140 0.159
0.376 -1.840 0.223
-0.489 -0.644 1.324
0.020 -0.046 0.140
-0.685 -2.138 -0.013
-0.047 0.562 1.446
0.194 1.419 -0.256
-0.343 -0.973 0.408
-0.119 0.027 0.036
-0.116 0.000 -0.023
-1.506 -1.171 -1.010
-0.003 -0.001 0.114
0.154 0.711 0.200
-0.594 -1.443 1.057
0.061 -0.023 0.059
1.187 -0.481 -0.053
0.072 0.039 -0.126
-1.240 0.377 0.972
0.700 -1.121 -0.645
-0.144 0.056 0.030
-0.122 0.129 -0.186
0.127 -0.155 0.170
0.543 1.128 3.207
0.575 0.721 1.387
-0.941 0.728 -0.786
-1.089 -0.244 -1.259
1.101 -0.613 0.432
0.044 -0.020 0.074
-0.938 -0.975 0.277
0.035 0.022 -0.113
-0.838 0.305 -0.666
1.640 0.657 0.457

# 2
Density functional theory data (ωB97M-V with the def2-TZVPD basis set) for a cluster of 3 separate species, C22H51FN2O3Si in total in a non-equilibrium geometry.

Computed properties:
Orbital gap (eV): 8.558
Total charge: 0
Spin multiplicity: 1
F_max (hartree/bohr): 0.1016
SMILES: CC(=O)OCCCCCCCC[Si@@H](O)F.CCN(CC)CC.CCN(CC)CC
E_tot (eV): -43358.8800

Positions of all 80 atoms, in Å:
C 6.213 0.112 1.840
H -1.558 1.928 -5.859
Si -0.289 -1.862 1.395
H 6.398 -0.683 2.663
H 2.486 3.700 -4.867
C -5.483 -1.992 2.468
C -3.695 0.753 2.011
O -1.941 -2.287 1.156
C -1.861 1.067 -2.778
H -8.292 -0.670 2.884
C 1.587 1.876 -4.152
H 1.619 0.980 2.355
C -0.828 1.214 -6.248
C 4.288 -3.499 1.852
C 1.634 0.275 1.453
H -8.868 0.909 2.359
H -0.211 2.320 -2.333
C -0.139 0.417 -5.141
H -4.532 2.038 3.499
H 6.639 -1.956 -1.126
C -4.402 0.959 3.350
C 5.513 -3.900 0.874
H -2.156 -2.469 0.216
H -3.729 0.646 4.156
H -1.368 0.529 -6.910
H 3.655 -4.440 1.962
H -1.531 0.205 -2.192
H -1.045 2.760 -3.816
H -5.753 -3.028 2.700
H -2.520 1.670 -2.147
C 2.459 0.931 0.242
F 0.829 -2.843 0.505
C 4.609 0.296 1.768
O 6.638 -3.012 0.688
H -4.891 -1.383 4.440
H 0.062 0.027 -0.250
H -8.378 0.674 4.041
H 6.755 1.058 2.225
H -4.355 0.929 1.158
O 5.509 -4.984 0.231
C -5.669 -1.126 3.713
C 6.883 -0.458 0.499
H -6.601 -1.432 4.202
N 0.334 1.148 -3.969
H -6.114 -1.673 1.636
H 4.348 1.122 2.535
H -2.458 0.709 -3.621
H 3.642 -2.670 1.371
H 2.146 0.369 -0.721
H -0.110 1.751 -6.867
H 2.142 2.026 0.066
C -0.674 1.906 -3.236
H -0.558 0.729 1.397
H 4.425 0.192 -0.547
H -0.834 -0.361 -4.802
H -2.860 1.456 1.926
H 4.487 1.866 0.194
H 2.342 1.197 -4.563
H 0.081 -1.952 2.827
H 6.733 0.328 -0.319
H 5.098 -1.787 -0.107
C 0.124 -0.035 0.893
C 1.553 3.145 -5.001
C -8.145 0.406 3.007
N -5.703 0.324 3.534
H 4.146 -0.672 2.150
H -6.537 0.550 1.590
H -6.711 1.929 2.666
H -4.445 -2.004 2.134
H 1.966 2.145 -3.159
H 2.034 -0.728 1.821
H -3.273 -0.249 1.928
C 6.239 -1.822 -0.048
H 7.985 -0.683 0.724
C 4.061 0.800 0.350
H 0.736 3.813 -4.721
H 0.693 -0.145 -5.579
H 1.472 2.918 -6.065
C -6.730 0.834 2.632
H 4.682 -3.131 2.856

Atomic forces in eV per Å
0.041 -0.970 0.546
0.053 -0.025 0.020
0.292 0.372 -1.409
-0.217 1.272 -1.211
-0.057 -0.037 0.012
0.158 -0.248 -0.107
0.265 -0.072 -0.094
2.204 -0.004 -0.599
-0.061 -0.017 -0.086
-0.009 0.059 0.041
0.068 0.007 0.242
-0.141 -1.048 -1.270
-0.043 0.000 -0.291
0.604 0.032 -0.692
-0.730 0.021 -0.945
0.086 -0.039 0.023
0.204 0.000 -0.179
-0.248 -0.239 0.147
-0.169 -0.063 -0.016
-0.731 0.129 1.627
-0.091 0.267 0.069
0.020 -2.748 -2.126
0.086 0.158 0.797
-0.167 -0.146 -0.014
0.038 0.042 0.063
0.945 1.377 -0.126
0.018 0.032 -0.101
-0.097 0.108 0.018
0.006 0.080 -0.005
0.067 -0.021 -0.059
0.106 -0.801 -0.399
-2.100 1.510 1.456
0.595 0.733 0.222
-2.375 -0.439 0.543
0.034 0.268 -0.095
0.146 0.280 1.627
0.084 -0.058 -0.062
-0.924 -1.386 -0.951
0.011 -0.020 0.063
0.055 4.351 2.888
-0.361 -0.083 0.133
-0.567 -0.299 0.646
0.012 0.155 -0.084
0.300 -0.111 0.023
0.004 0.032 0.056
0.236 -1.407 -1.119
0.035 -0.024 0.067
1.101 -1.375 0.720
0.442 0.892 1.531
-0.095 0.075 0.061
0.423 -1.693 0.538
-0.029 -0.170 0.000
0.486 -1.215 -0.982
-0.415 0.677 1.458
0.032 0.141 0.092
-0.067 0.009 0.011
-0.466 -1.725 0.216
-0.201 -0.084 -0.030
-0.271 -0.476 -0.211
0.591 -1.183 0.991
1.554 0.175 0.111
0.363 0.057 0.528
0.156 0.154 -0.169
-0.006 -0.101 0.004
0.235 0.068 0.194
0.446 1.349 -0.800
-0.056 0.015 -0.135
0.261 -0.078 0.038
-0.080 0.034 -0.080
-0.169 -0.041 0.037
0.045 1.456 -0.629
-0.092 0.036 -0.090
0.126 0.858 -1.106
-1.514 0.557 -0.622
0.033 1.008 0.049
0.028 -0.071 -0.020
0.092 0.194 0.189
-0.079 0.058 0.050
-0.068 -0.082 0.142
-0.490 -0.497 -1.376

# 3
Density functional theory data (ωB97M-V with the def2-TZVPD basis set) for a cluster of 3 separate species, C22H52BINO8 in total in a non-equilibrium geometry.

Computed properties:
Orbital gap (eV): 6.539
Total charge: -1
Spin multiplicity: 1
F_max (hartree/bohr): 0.1057
E_tot (eV): -50294.9719

Positions of all 85 atoms, in Å:
C -0.485 -0.304 -1.099
H -1.539 7.026 2.218
H -1.028 -2.397 -5.087
H -4.558 9.449 2.445
H 8.566 -2.645 0.351
H 2.375 -1.036 2.648
I -0.306 1.113 1.735
C -1.158 5.054 3.083
C 6.276 0.248 0.207
H -2.216 -1.712 -0.642
H -2.322 0.766 -0.169
C 3.884 -1.719 0.439
O 1.845 -3.085 -1.320
H 6.493 1.216 -0.259
C -2.742 -4.321 -1.473
H 5.553 0.453 0.999
H -3.022 9.280 3.327
H 4.869 -2.320 -1.369
C -2.694 3.777 4.366
C -4.190 6.949 1.333
C -1.732 -1.241 -1.602
H -0.959 2.009 -0.836
H 2.281 -3.596 -2.079
H -3.768 4.916 2.035
H 0.047 -4.040 -3.281
H -2.653 3.023 3.572
H -3.725 3.822 4.730
H 9.266 -2.161 1.933
H -0.931 4.049 2.711
H -3.695 -3.792 -0.986
H -2.564 -1.391 -4.526
C -4.741 -6.052 -2.291
B -1.369 -2.309 -2.797
O 5.690 -0.550 -0.830
H -3.919 7.560 0.470
C -3.588 8.947 2.454
H 3.670 0.057 3.191
H -3.477 -3.039 -3.299
H 8.271 -0.524 -0.066
H -4.786 -6.130 -3.480
O 7.355 -1.465 1.564
C -3.217 -5.903 -1.704
H 2.910 0.336 1.619
C -3.566 5.550 1.171
O -2.165 5.566 0.860
O 0.542 -3.347 -1.314
C -1.283 6.015 1.897
H -4.050 5.067 0.315
O -3.770 7.543 2.552
C -3.226 -6.584 -0.178
H -2.555 -0.495 -2.041
C -1.414 -1.594 -4.314
H 3.427 -2.716 0.529
O 4.218 -1.282 1.748
H 7.979 -3.388 1.845
H -2.035 3.502 5.189
C 0.116 -3.009 -2.681
C 3.231 -0.440 2.322
C 5.149 -1.819 -0.435
H -5.286 6.854 1.371
H 0.373 -0.419 -4.109
H 8.057 0.446 1.411
N -0.627 -0.305 -4.391
H 0.921 -2.363 -3.282
H -0.297 6.091 1.426
H -4.074 -7.393 -0.052
H 0.122 -0.942 -0.298
H -5.488 -5.216 -1.954
H -2.097 -4.339 -3.709
H 5.912 -2.442 0.030
H -2.454 -6.480 -2.383
H -5.195 -7.080 -1.902
H 0.280 0.000 -1.931
H -3.012 9.213 1.560
C -1.155 0.978 -0.293
H -1.875 -4.231 -0.693
H 3.172 -1.046 -0.043
H -0.338 5.380 3.732
C -2.480 -3.562 -2.901
H -2.170 -7.111 -0.041
H -1.094 0.482 -3.888
H -3.360 -5.703 0.599
C 8.357 -2.458 1.410
C 7.591 -0.305 0.765
O -2.351 5.061 3.869

Atomic forces in eV per Å
-0.348 -0.686 1.495
-0.152 -0.145 0.184
-0.670 1.781 1.005
-0.017 0.213 -0.114
0.098 0.048 0.039
-0.213 0.149 -0.048
-0.405 0.178 -0.633
-0.380 0.412 -0.098
0.052 -0.098 -0.253
0.933 0.867 -1.629
2.746 0.653 -0.127
0.663 -0.564 -0.047
5.436 -0.137 0.023
0.080 -0.149 -0.105
-1.732 -0.292 -0.953
0.140 -0.260 0.112
-0.139 -0.117 -0.023
-0.061 0.224 0.054
-0.178 0.319 -0.207
0.026 -0.811 0.417
-0.313 1.701 0.533
-0.494 -2.105 1.329
-1.111 0.572 1.253
0.015 0.229 0.142
0.435 1.810 1.077
0.127 -0.023 0.116
0.160 0.108 0.038
0.282 -0.050 -0.032
-0.088 0.055 0.009
2.010 -1.130 -0.770
2.333 -0.116 -0.006
-0.233 -0.851 -0.661
-0.441 -0.926 -0.813
0.257 -0.015 0.484
0.098 0.098 -0.038
-0.029 -0.408 0.236
0.034 -0.151 -0.020
1.656 -1.549 0.820
-0.043 -0.089 0.001
0.217 0.413 2.546
0.353 -0.168 -0.474
-0.473 0.326 1.606
-0.109 -0.119 0.010
0.046 0.325 -0.248
-0.269 0.196 0.445
-3.044 0.024 -2.243
0.110 -0.261 -0.012
0.151 0.144 -0.010
0.339 0.478 -0.246
0.667 0.042 -0.677
1.419 -1.334 0.874
-0.672 -0.512 0.434
-0.009 0.242 -0.322
0.033 0.605 0.115
0.025 0.191 0.042
0.090 -0.242 0.087
-0.284 -0.859 -1.776
0.331 -0.239 -0.031
-0.577 0.115 0.076
0.066 -0.077 -0.244
-1.529 0.149 -0.019
0.067 0.221 -0.123
-0.081 0.181 -0.637
-1.225 -1.206 1.789
-0.108 -0.196 -0.033
1.704 1.631 -0.193
-1.210 1.356 -1.843
1.646 -1.384 -0.541
-0.946 1.392 1.494
-0.058 0.089 0.220
-1.520 1.159 1.238
0.944 2.100 -0.814
-1.717 -0.347 1.575
-0.090 0.015 -0.040
-0.550 -0.312 -1.750
-1.376 -0.334 -1.695
-0.061 0.021 0.011
0.235 0.017 -0.127
-0.690 -0.150 0.327
-2.249 1.166 0.078
0.807 -1.310 -0.356
0.264 -2.008 -1.441
-0.540 0.137 0.112
-0.653 -0.102 0.270
-0.003 -0.319 -0.247